Entry 1:
{"formula": "C37H45BF2NO9S", "method": "ωB97M-V with the def2-TZVPD basis set", "elements": ["C", "C", "C", "C", "C", "C", "C", "C", "C", "O", "C", "C", "C", "C", "C", "C", "C", "O", "C", "C", "C", "C", "S", "C", "C", "C", "C", "C", "C", "C", "N", "C", "C", "C", "C", "C", "O", "C", "O", "C", "C", "O", "H", "H", "H", "H", "H", "H", "H", "H", "H", "H", "H", "H", "H", "H", "H", "H", "H", "H", "H", "H", "H", "H", "H", "H", "H", "H", "H", "H", "H", "H", "H", "H", "H", "H", "H", "H", "H", "H", "H", "H", "H", "H", "H", "H", "H", "B", "O", "C", "O", "C", "O", "O", "F", "F"], "positions_angstrom": [[-6.293, -1.138, 5.104], [-6.365, -2.455, 4.559], [-6.095, -3.980, 4.014], [-5.138, -4.082, 2.686], [-4.645, -2.643, 2.074], [-3.419, -1.932, 2.939], [-2.962, -2.528, 4.433], [-1.765, -1.786, 5.325], [-0.970, -0.427, 4.777], [0.063, 0.285, 5.547], [1.179, -0.593, 5.932], [1.856, -1.342, 4.628], [1.517, -2.955, 4.580], [2.824, -3.913, 4.962], [-1.398, 0.134, 3.261], [-2.598, -0.611, 2.370], [-2.937, 0.031, 0.881], [-4.191, 0.043, 0.350], [-1.622, 0.671, 0.074], [-1.416, 0.577, -1.565], [-0.090, 1.263, -2.318], [0.112, 1.212, -3.978], [-1.200, 0.188, -4.840], [-0.795, -0.117, -6.644], [-0.085, 1.242, -7.230], [1.063, 2.057, -1.464], [2.401, 2.786, -2.068], [3.710, 1.813, -2.234], [4.033, 0.854, -0.945], [5.274, 1.452, 0.004], [5.166, 0.992, 1.444], [0.868, 2.155, 0.194], [1.980, 2.959, 1.109], [1.421, 4.448, 1.508], [1.511, 5.562, 0.295], [0.228, 5.508, -0.738], [0.558, 5.877, -2.130], [-0.740, 5.919, -2.880], [-0.923, 6.890, -3.804], [-0.441, 1.455, 0.962], [-0.671, 1.476, 2.587], [-0.309, 2.444, 3.432], [-6.102, -0.047, 5.547], [-7.132, -4.517, 3.765], [-5.601, -4.635, 4.862], [-5.801, -4.594, 1.838], [-4.248, -4.842, 2.877], [-5.525, -1.847, 1.968], [-4.277, -2.839, 0.964], [-3.478, -3.489, 4.912], [-1.430, -2.199, 6.393], [0.795, -1.324, 6.764], [1.992, 0.108, 6.448], [1.594, -0.774, 3.613], [3.028, -1.239, 4.745], [1.138, -3.338, 3.534], [0.670, -3.238, 5.369], [2.466, -4.674, 5.798], [3.173, -4.587, 4.046], [3.705, -3.295, 5.440], [-2.257, -0.005, -2.157], [-0.055, 2.336, -4.330], [1.203, 0.928, -4.295], [-0.116, -1.078, -6.688], [-1.811, -0.345, -7.226], [-0.843, 2.136, -7.016], [0.922, 1.501, -6.646], [0.086, 1.149, -8.394], [2.116, 3.177, -3.157], [2.728, 3.762, -1.469], [3.707, 1.157, -3.215], [4.650, 2.540, -2.350], [3.103, 0.545, -0.306], [4.472, -0.164, -1.390], [5.399, 2.613, -0.087], [6.273, 0.969, -0.423], [4.336, 0.382, 1.609], [5.106, 1.886, 2.004], [3.050, 3.013, 0.639], [2.104, 2.341, 2.124], [2.121, 4.854, 2.375], [0.287, 4.439, 1.856], [2.562, 5.571, -0.259], [1.444, 6.625, 0.833], [-0.553, 6.317, -0.337], [-0.338, 4.483, -0.761], [-1.631, 5.166, -2.660], [0.129, -6.102, -7.255], [-0.708, -5.517, -6.203], [-0.820, -4.208, -6.468], [-1.455, -3.423, -5.782], [-0.086, -3.890, -7.662], [0.013, -2.785, -8.172], [0.488, -4.997, -8.151], [-0.618, -7.116, -7.984], [1.329, -6.686, -6.675]], "forces_ev_per_a": [[0.074, -9.219, -3.778], [1.452, 8.678, 3.912], [-0.592, 0.098, 0.437], [-0.528, -0.004, -0.882], [0.717, 0.374, -0.182], [2.513, 1.403, 1.958], [2.205, 3.372, -1.092], [-0.763, 1.438, -3.085], [-2.494, -1.270, -2.230], [-1.803, -2.572, -1.794], [1.012, -0.062, 0.126], [0.567, -0.242, 0.213], [0.075, -0.896, 0.170], [-0.546, -0.572, 0.563], [-1.290, -2.122, 0.606], [0.601, -1.059, 2.542], [-3.918, 0.114, -1.792], [8.067, -0.295, 3.322], [2.931, 1.439, -1.582], [1.912, 1.624, 2.645], [0.106, 0.139, 2.690], [0.392, 1.795, 0.316], [-0.248, -0.148, 0.477], [1.320, 0.246, -0.788], [-0.643, 0.133, 0.176], [-2.951, -1.351, 2.628], [-0.530, 0.055, -1.171], [0.854, 0.133, 0.286], [1.269, -0.663, -0.490], [0.157, -1.173, -1.157], [-0.423, 1.765, -0.331], [-2.010, -1.523, -1.388], [-1.142, -0.586, 0.725], [0.303, 0.670, -0.431], [0.044, 0.850, 0.243], [-1.010, 0.166, 1.310], [-4.110, -0.354, -0.733], [0.581, 5.577, -4.108], [1.379, -6.671, 6.115], [-0.076, -0.324, -2.775], [1.030, 2.375, 3.287], [-1.782, -5.386, -5.264], [-0.751, -3.154, -1.348], [2.206, 1.483, 0.666], [-1.090, 1.662, -1.418], [1.484, 1.201, 1.789], [-1.740, 1.884, -0.313], [1.891, -1.877, 0.475], [-0.548, 0.493, 2.403], [1.236, 2.452, -1.268], [-0.993, 0.914, -2.686], [0.849, 1.031, -1.704], [-1.984, -1.328, -1.230], [0.263, -1.228, 2.367], [-2.331, -0.203, -0.217], [0.627, 1.133, 2.040], [1.772, 0.883, -1.812], [0.838, 1.505, -1.718], [-0.564, 1.752, 1.968], [-1.670, -1.241, -1.203], [2.119, 1.437, 1.150], [0.521, -2.235, 0.825], [-2.038, 0.311, 0.948], [-1.485, 2.140, -0.197], [2.200, 0.537, 1.632], [1.670, -1.827, -0.590], [-2.133, -0.718, -1.482], [-0.152, 0.218, 2.454], [0.563, -0.807, 2.342], [-1.081, -2.364, -1.065], [-0.408, 1.401, 2.017], [-2.019, -1.514, 0.138], [1.624, 0.909, -1.219], [-1.092, 2.134, 1.015], [-0.474, -2.094, 0.250], [-2.048, 1.210, 0.684], [0.871, 1.076, -0.254], [-0.276, -1.832, -0.476], [-2.251, -0.107, 0.577], [-0.396, 1.344, -2.188], [-1.638, -0.863, -1.683], [2.587, -0.304, -0.495], [-2.330, -0.257, 1.010], [0.190, -2.284, -1.234], [1.629, -1.738, -0.771], [1.336, 1.679, 0.276], [2.267, 1.292, -0.067], [0.747, -2.796, -0.211], [-0.110, 1.274, -0.249], [-2.457, -0.874, 3.918], [0.751, -0.622, -0.906], [2.333, 0.946, -3.813], [-0.161, -1.019, 0.590], [-0.562, 1.214, 0.437], [0.952, 1.174, 0.886], [-1.448, 0.643, -0.730]], "charge": -1, "e_homo_ha": -0.2352, "e_lumo_ev": -0.21, "multiplicity": 1}

=====

Entry 2:
{"formula": "C37H45Cl4F8IN4O25PS", "method": "ωB97M-V with the def2-TZVPD basis set", "elements": ["C", "C", "C", "Cl", "C", "N", "N", "C", "S", "C", "N", "C", "C", "C", "Cl", "N", "C", "C", "Cl", "C", "C", "Cl", "P", "O", "I", "H", "H", "H", "H", "H", "H", "H", "H", "H", "H", "H", "H", "H", "H", "H", "H", "H", "H", "H", "H", "H", "C", "C", "O", "C", "O", "O", "F", "H", "H", "H", "C", "C", "O", "C", "O", "O", "F", "H", "H", "H", "C", "C", "O", "C", "O", "O", "F", "H", "H", "H", "C", "C", "O", "C", "O", "O", "F", "H", "H", "H", "C", "C", "O", "C", "O", "O", "F", "H", "H", "H", "C", "C", "O", "C", "O", "O", "F", "H", "H", "H", "C", "C", "O", "C", "O", "O", "F", "H", "H", "H", "C", "C", "O", "C", "O", "O", "F", "H", "H", "H"], "positions_angstrom": [[0.648, 1.889, 0.610], [2.096, 2.405, 0.651], [3.048, 1.756, 1.669], [4.607, 2.664, 1.508], [3.378, 0.249, 1.513], [2.569, -0.505, 0.516], [2.879, -0.207, -0.824], [1.970, -0.148, -1.647], [0.910, 0.008, -2.762], [2.399, -1.770, 0.973], [2.326, -2.905, 0.321], [2.322, -3.106, -1.132], [2.575, -4.560, -1.516], [1.748, -5.603, -0.759], [4.342, -4.883, -1.419], [2.378, -1.691, 2.331], [3.426, -0.748, 2.755], [4.872, -1.351, 2.750], [6.042, -0.023, 2.977], [5.235, -2.512, 3.700], [4.271, -3.703, 3.698], [5.523, -1.979, 5.380], [2.863, -0.232, 4.509], [3.762, 1.071, 4.853], [0.585, 0.604, 4.131], [0.286, 1.915, -0.421], [-0.021, 2.523, 1.195], [0.541, 0.864, 0.959], [2.080, 3.469, 0.903], [2.557, 2.345, -0.340], [2.703, 1.996, 2.672], [4.381, 0.233, 1.074], [2.227, -3.743, 0.879], [1.373, -2.782, -1.574], [3.113, -2.506, -1.576], [2.331, -4.601, -2.576], [0.926, -5.913, -1.404], [1.295, -5.225, 0.161], [2.352, -6.487, -0.545], [2.173, -2.516, 2.873], [5.076, -1.730, 1.738], [6.208, -2.876, 3.360], [3.501, -3.600, 4.470], [3.792, -3.811, 2.719], [4.820, -4.628, 3.885], [4.229, 1.495, 4.119], [6.093, -1.787, -4.200], [5.880, -2.222, -5.636], [4.808, -3.151, -5.513], [4.096, -2.808, -4.419], [3.001, -3.206, -4.165], [4.776, -1.935, -3.654], [6.956, -2.847, -6.154], [6.777, -2.461, -3.683], [6.428, -0.760, -4.102], [5.575, -1.423, -6.312], [-4.247, -0.197, 0.586], [-2.791, -0.571, 0.400], [-2.208, -0.147, 1.617], [-3.180, -0.194, 2.581], [-2.975, -0.154, 3.745], [-4.395, -0.312, 2.003], [-2.212, 0.093, -0.633], [-4.417, 0.835, 0.278], [-4.943, -0.857, 0.078], [-2.609, -1.640, 0.270], [-3.259, -3.895, -1.659], [-2.108, -4.594, -2.358], [-1.121, -4.623, -1.333], [-1.761, -4.609, -0.130], [-1.220, -4.837, 0.903], [-3.050, -4.281, -0.290], [-1.622, -3.893, -3.404], [-3.168, -2.812, -1.746], [-4.239, -4.202, -2.004], [-2.321, -5.613, -2.682], [-8.715, -2.938, -1.398], [-7.872, -1.800, -0.857], [-6.576, -2.144, -1.338], [-6.733, -2.878, -2.469], [-5.857, -3.123, -3.235], [-8.006, -3.293, -2.591], [-7.846, -1.773, 0.496], [-8.709, -3.784, -0.709], [-9.737, -2.657, -1.630], [-8.129, -0.809, -1.226], [-9.840, 2.924, 1.304], [-10.163, 1.448, 1.419], [-9.584, 0.919, 0.234], [-8.562, 1.737, -0.132], [-7.741, 1.444, -0.942], [-8.616, 2.893, 0.547], [-11.488, 1.196, 1.412], [-10.606, 3.448, 0.733], [-9.692, 3.417, 2.258], [-9.717, 0.948, 2.281], [8.285, 2.973, 0.647], [8.497, 4.397, 1.118], [9.634, 4.790, 0.378], [9.663, 4.063, -0.775], [10.328, 4.307, -1.719], [8.796, 3.020, -0.684], [8.769, 4.468, 2.441], [8.881, 2.279, 1.244], [7.246, 2.659, 0.646], [7.675, 5.080, 0.893], [4.365, 3.722, -5.848], [3.936, 4.231, -4.485], [3.718, 3.024, -3.769], [4.497, 2.061, -4.323], [4.717, 1.005, -3.827], [4.979, 2.471, -5.513], [2.786, 4.934, -4.528], [3.495, 3.540, -6.480], [5.071, 4.367, -6.360], [4.692, 4.822, -3.962], [-7.692, 5.762, 4.777], [-8.385, 7.101, 4.943], [-9.366, 7.057, 3.922], [-9.669, 5.760, 3.681], [-10.606, 5.379, 3.061], [-8.747, 4.948, 4.254], [-7.555, 8.142, 4.723], [-6.891, 5.838, 4.041], [-7.312, 5.342, 5.703], [-8.882, 7.243, 5.904]], "forces_ev_per_a": [[-0.030, 0.035, -0.198], [-0.016, 0.013, -0.135], [-0.467, 0.109, -0.068], [0.004, 0.104, 0.186], [0.598, 0.051, -0.180], [0.175, -0.333, -0.145], [-0.077, -0.362, 0.307], [-0.282, 0.494, -0.380], [0.323, -0.171, 0.194], [0.028, 0.417, 0.464], [-0.303, 0.190, -0.188], [0.114, 0.010, -0.570], [-0.393, 0.126, -0.043], [0.186, -0.124, -0.246], [0.020, -0.015, 0.209], [0.707, -0.739, -0.238], [-0.520, 1.161, -0.238], [-0.258, -0.447, 0.258], [0.127, -0.099, -0.084], [0.164, -0.229, -0.070], [-0.104, 0.063, -0.097], [-0.062, -0.033, 0.004], [0.202, -0.125, 0.385], [-0.041, -0.109, -0.252], [0.040, 0.023, -0.150], [-0.001, 0.045, 0.107], [0.100, -0.169, 0.088], [-0.036, 0.056, 0.067], [0.080, -0.142, -0.055], [-0.018, -0.060, 0.151], [-0.077, -0.175, -0.048], [-0.151, 0.064, 0.070], [-0.093, 0.085, 0.055], [-0.030, -0.139, 0.219], [-0.103, -0.082, 0.013], [0.243, -0.062, 0.115], [0.037, 0.009, 0.197], [0.048, -0.187, -0.034], [-0.103, 0.150, 0.081], [0.109, 0.010, 0.026], [-0.189, 0.008, 0.103], [-0.097, 0.206, -0.003], [0.073, 0.045, -0.140], [0.181, -0.116, 0.031], [-0.068, 0.140, 0.115], [0.008, 0.067, 0.099], [0.159, 0.126, 0.036], [0.034, -0.073, 0.070], [-0.120, 0.220, -0.094], [-0.099, -0.061, 0.083], [0.080, 0.032, -0.030], [-0.005, -0.073, 0.034], [-0.008, -0.097, 0.044], [0.015, -0.067, -0.095], [-0.193, 0.053, 0.048], [0.073, -0.008, -0.042], [-0.059, -0.041, -0.145], [-0.101, 0.114, 0.101], [0.047, -0.263, -0.047], [-0.165, 0.013, -0.065], [0.098, 0.135, 0.020], [0.056, 0.022, 0.091], [0.092, 0.069, 0.007], [0.033, 0.005, -0.045], [-0.009, -0.050, 0.112], [0.035, 0.002, -0.051], [-0.076, -0.100, -0.126], [-0.018, 0.208, 0.063], [-0.142, -0.231, -0.093], [0.346, 0.136, 0.067], [-0.033, 0.103, 0.005], [-0.149, 0.046, 0.031], [0.019, 0.068, 0.075], [0.044, 0.017, -0.129], [-0.008, -0.074, 0.118], [0.021, 0.023, -0.080], [-0.120, -0.001, 0.109], [-0.156, -0.056, -0.042], [0.076, 0.209, -0.057], [-0.036, -0.200, -0.129], [-0.010, -0.020, 0.116], [0.057, 0.068, 0.001], [0.118, -0.072, 0.017], [0.011, 0.041, 0.055], [0.050, 0.024, -0.153], [-0.011, 0.040, 0.102], [-0.015, -0.068, 0.076], [-0.063, 0.058, -0.038], [0.180, -0.129, 0.106], [-0.158, 0.077, -0.053], [0.077, 0.006, 0.005], [0.024, -0.026, -0.002], [-0.021, 0.027, -0.091], [-0.047, -0.037, 0.023], [0.136, -0.012, -0.081], [-0.074, -0.021, 0.028], [-0.039, -0.085, 0.081], [0.107, -0.052, -0.003], [-0.134, 0.140, -0.120], [0.023, -0.097, 0.037], [0.060, 0.007, -0.008], [-0.038, 0.010, 0.000], [0.063, -0.036, -0.016], [0.014, 0.069, 0.069], [-0.030, 0.006, -0.161], [-0.034, 0.009, 0.114], [-0.024, 0.063, -0.047], [0.043, 0.006, -0.031], [0.196, 0.046, 0.159], [-0.099, 0.012, -0.147], [-0.036, -0.042, 0.018], [0.010, -0.021, 0.024], [-0.094, -0.053, -0.024], [-0.038, 0.054, 0.028], [0.111, -0.089, 0.048], [-0.093, 0.043, -0.015], [0.082, -0.011, 0.050], [0.030, -0.044, -0.055], [-0.179, 0.001, 0.166], [0.039, 0.058, -0.027], [0.055, 0.026, -0.016], [0.003, -0.013, -0.016], [0.013, -0.007, -0.091], [0.013, 0.071, 0.014], [-0.118, -0.077, 0.008], [0.061, 0.080, 0.022]], "charge": 1, "e_homo_ha": -0.4096, "e_lumo_ev": -3.06, "multiplicity": 1}